# C9H11PS

The molecule C9H11PS at a distorted geometry (ωB97M-V/def2-TZVPD, OMol25).

Each line ends with the Mulliken charge.
Atoms and positions in Å:
C (1.3229, 1.4306, -0.1474)  -0.93
C (0.0699, 0.8463, -0.4142)  0.03
C (0.1069, -0.5012, -0.5640)  0.11
C (2.3115, 0.4969, -0.0898)  0.70
C (-1.7811, -1.2514, 0.7769)  -0.75
C (-2.0064, 0.2050, 1.2100)  -0.70
C (-2.1198, -0.2246, -1.3781)  -1.01
C (-1.1993, -1.2083, -0.6489)  -0.09
C (3.7554, 0.7085, 0.1969)  -1.17
P (-1.8766, 1.2973, -0.3199)  -0.13
S (1.7066, -1.1174, -0.3779)  -0.22
H (1.4919, 2.4821, 0.0019)  0.37
H (-1.1081, -1.7689, 1.4613)  0.33
H (-2.7297, -1.7897, 0.7603)  0.38
H (-2.9748, 0.3447, 1.6935)  0.41
H (-1.2393, 0.5364, 1.9131)  0.35
H (-1.8056, -0.0339, -2.4042)  0.42
H (-3.1605, -0.5541, -1.3819)  0.44
H (-1.1278, -2.1908, -1.1143)  0.51
H (4.0402, 0.1940, 1.1143)  0.30
H (4.3776, 0.3279, -0.6110)  0.32
H (3.9461, 1.7704, 0.3233)  0.33

Properties
**Molecular weight**: 182.23 g mol⁻¹
**E_HOMO**: -0.303 hartree
**DFT total energy**: -29635.2290 eV
**Lowest unoccupied orbital energy**: 0.85 eV

# C9H12BiCl2GaN3O3P

A structure of composition C9H12BiCl2GaN3O3P at a distorted geometry (ωB97M-V/def2-TZVPD, OMol25).

Each line ends with the Mulliken charge.
Atoms and positions in Å:
Ga (-3.4055, 2.4084, -3.5831)  0.37
Bi (-0.7766, -0.1085, -0.7184)  1.22
Cl (-1.8315, 0.8351, -3.2693)  -0.29
Cl (-2.7027, 1.2175, 0.0880)  -0.22
C (0.9285, 1.0736, 0.4710)  0.25
C (-3.9704, 2.4038, -5.3912)  0.59
C (-4.1478, 4.1385, -3.6936)  0.50
O (1.4847, 1.7966, 1.1907)  -0.02
O (-4.3966, 2.5979, -6.4533)  -0.04
O (-4.6803, 5.1160, -4.0582)  -0.07
C (0.2293, -3.6190, 3.7254)  -0.83
N (0.0352, -4.2530, 2.4181)  0.32
C (1.3304, -4.7410, 1.8916)  -0.91
N (2.3828, -3.6811, 1.8479)  0.18
C (2.4913, -3.0541, 3.2002)  -0.82
N (1.2098, -2.5186, 3.6746)  0.39
C (0.7219, -1.4078, 2.8118)  -0.82
P (0.4277, -1.9114, 1.0448)  0.44
C (-0.6336, -3.3865, 1.4361)  -0.72
C (2.0995, -2.7167, 0.7643)  -0.66
H (0.6079, -4.3933, 4.4171)  0.35
H (-0.7319, -3.2245, 4.0856)  0.40
H (1.2084, -5.1461, 0.8839)  0.41
H (1.6936, -5.5420, 2.5350)  0.33
H (3.2559, -2.2581, 3.1576)  0.37
H (2.8228, -3.8528, 3.8849)  0.34
H (-0.2397, -1.0381, 3.1839)  0.46
H (1.4351, -0.5740, 2.8075)  0.56
H (-0.7852, -3.9082, 0.4756)  0.53
H (-1.5799, -2.9865, 1.8483)  0.48
H (2.8614, -1.9021, 0.7456)  0.43
H (2.0086, -3.2534, -0.2015)  0.49

Properties
**Molecular weight**: 590.80 g mol⁻¹
**Charge**: +4
**E_HOMO (alpha / beta)**: -0.746 / -0.804 hartree
**DFT total energy**: -112640.5271 eV
**Lowest unoccupied orbital energy (alpha / beta)**: -15.92 / -15.35 eV

# C9H12Cl2IrN6O2S3

A structure of composition C9H12Cl2IrN6O2S3 at a distorted geometry (ωB97M-V/def2-TZVPD, OMol25).

Each line ends with the Mulliken charge.
Atoms and positions in Å:
Ir (0.6685, -0.3193, 0.2270)  1.15
O (-0.3957, 1.4816, -0.1459)  -0.71
N (-0.7906, 1.6022, -1.4337)  0.22
C (-1.6053, 2.6537, -1.6897)  -0.19
C (-2.0818, 2.8733, -2.9495)  -0.79
C (-1.7088, 1.9961, -3.9714)  -0.17
C (-0.8718, 0.9464, -3.6942)  -0.81
C (-0.3928, 0.7436, -2.3919)  0.76
S (0.7389, -0.5090, -2.0226)  -0.31
H (-1.8167, 3.2625, -0.8243)  0.48
H (-2.7306, 3.7167, -3.1305)  0.42
H (-2.0753, 2.1416, -4.9780)  0.41
H (-0.5587, 0.2550, -4.4633)  0.41
C (5.2741, -2.0237, 1.0866)  -0.73
O (3.9817, -2.6593, 0.9068)  -0.30
C (2.9718, -1.9063, 0.6351)  0.56
S (1.3994, -2.5213, 0.3761)  -0.27
S (2.9614, -0.1918, 0.4351)  -0.28
H (5.9284, -2.8070, 1.4503)  0.24
H (5.1868, -1.2210, 1.8156)  0.36
H (5.6160, -1.6465, 0.1251)  0.36
N (-3.9666, -3.0885, 1.2859)  -0.59
N (-3.1295, -1.9967, 1.1302)  1.19
N (-3.5687, -0.7675, 1.2729)  -0.86
C (-2.4958, -0.0676, 0.9368)  -0.18
N (-1.4810, -0.8741, 0.6041)  0.06
N (-1.9056, -2.1151, 0.7396)  -0.75
H (-4.5600, -2.9012, 2.0873)  0.30
H (-3.3833, -3.9061, 1.4298)  0.31
H (-2.4386, 1.0041, 0.9315)  0.51
Cl (1.7466, 2.6722, 1.4445)  -0.07
C (1.5066, 1.8487, 2.9671)  -0.41
Cl (0.6272, 0.2636, 2.7784)  -0.06
H (0.8863, 2.4538, 3.6162)  0.36
H (2.4632, 1.6069, 3.4130)  0.36

Properties
**Molecular weight**: 595.56 g mol⁻¹
**Charge**: +1
**E_HOMO**: -0.399 hartree
**DFT total energy**: -82945.1517 eV
**Lowest unoccupied orbital energy**: -2.94 eV

# C9H12ClCuN3O5

A structure of composition C9H12ClCuN3O5 at a distorted geometry (ωB97M-V/def2-TZVPD, OMol25).

Each line ends with the Löwdin spin population.
Atoms and positions in Å:
Cu (0.3547, -0.0950, -0.3479)  0.03
O (-1.9247, 5.0823, -0.3229)  0.00
C (-0.6375, 5.2103, -0.0753)  0.00
O (-0.0861, 6.2825, -0.0175)  0.00
C (0.1516, 3.9622, 0.1640)  0.00
C (1.4709, 4.0077, 0.5496)  0.00
N (1.8818, 2.7410, 0.6995)  0.00
N (0.9177, 1.8541, 0.4379)  0.00
C (-0.1471, 2.5808, 0.0916)  0.00
C (-1.3914, 1.8994, -0.4432)  0.00
O (-2.4415, 2.5470, -0.4517)  0.00
O (-1.2702, 0.7205, -0.9166)  0.00
H (-2.2059, 4.1210, -0.3390)  0.00
H (2.1088, 4.8585, 0.7164)  0.00
H (2.7835, 2.4145, 1.0024)  0.00
C (-3.6051, -1.5482, -0.4844)  0.00
C (-2.4970, -1.6187, 0.4529)  0.00
N (-1.5714, -1.5991, 1.1280)  0.00
H (-3.6779, -2.4774, -1.0458)  0.00
H (-3.4051, -0.7152, -1.1587)  0.00
H (-4.5356, -1.3699, 0.0506)  0.00
C (1.3043, -1.5481, 1.2425)  0.37
O (0.8074, -1.9472, 2.3589)  0.10
H (3.3078, -2.8166, -0.2528)  0.05
H (3.5456, -1.9918, 0.0846)  0.01
H (1.2747, -2.3346, -0.7012)  0.10
H (-0.1797, -1.8145, 2.2717)  0.01
Cl (2.0472, -1.2792, -0.1762)  0.27
C (2.1874, -0.6559, -1.5662)  -0.03
H (2.4889, -0.3722, -2.5553)  0.00
H (2.6172, -0.1330, 0.4464)  0.07

Properties
**Molecular weight**: 341.21 g mol⁻¹
**E_HOMO (alpha / beta)**: -0.285 / -0.304 hartree
**Multiplicity**: 2
**DFT total energy**: -81377.9638 eV
**Lowest unoccupied orbital energy (alpha / beta)**: -0.51 / -1.56 eV

Which of these has the lowest DFT total energy?
C9H12BiCl2GaN3O3P